(1)
15
Properties=species:S:1:pos:R:3 method="wB97M-V/def2-TZVPD" energy_ha=-362.70738 relative_energy_kj_mol=278.6 lumo_energy_ha=0.0347 homo_lumo_gap_ev=9.747
O 1.4384 -1.2706 -0.5503
N 2.2356 -0.1480 -0.2198
C -0.7348 0.9494 -0.8047
C 0.0474 0.8754 0.4433
C -1.5432 -0.1080 -0.8968
C -1.3714 -0.9884 0.3627
C 1.5332 0.7957 0.2320
C -0.5742 -0.3562 1.1969
H -0.6128 1.7523 -1.5522
H -1.9343 -1.8892 0.5444
H -0.2487 1.7278 1.0721
H 2.0941 1.7132 0.4857
H -2.1723 -0.3553 -1.7294
H -0.2200 -0.6802 2.1906
H 2.0629 -2.0179 -0.7746


(2)
50
Properties=species:S:1:pos:R:3 method="wB97M-V/def2-TZVPD" energy_ha=-1071.86631 relative_energy_kj_mol=547.1 lumo_energy_ha=-0.0897 homo_lumo_gap_ev=8.826 total_charge=+1
O 3.5267 0.4647 -3.0960
O -0.3319 2.3391 1.8135
O -4.3234 -0.2074 -2.8083
O 2.6760 1.7754 -0.5365
O 2.1646 2.9038 2.2149
O -3.4384 1.6839 -0.5757
O -3.2082 -1.5033 0.5031
O -2.9492 -2.4092 3.0674
O -0.2217 2.1458 -1.7485
O 2.9939 0.5928 3.2542
N -1.1628 -0.6107 -2.4649
N -0.6331 -0.5501 0.4558
C 2.3410 -2.2601 0.1281
C 2.7986 -0.8385 0.6733
C -0.5119 -1.6158 -1.6161
C -0.1671 -1.5111 -0.3105
C 0.7676 -2.6064 0.2937
H -0.8752 3.1569 1.9450
H -0.9769 0.3599 -2.1462
H 2.0954 1.9430 2.5320
H 0.6128 2.0763 -1.6137
H 0.7681 2.3460 1.9418
H 3.1414 1.1304 -1.1621
H -0.8015 -0.5623 -3.3516
H 2.5949 2.8762 1.3856
H 2.5522 -2.2264 -0.9964
H -2.9872 -1.4508 1.4524
H -4.3237 -0.8813 -2.1101
H -0.2883 -2.4722 -2.3150
H 0.3079 -3.5681 -0.1028
H 0.6119 -2.6029 1.4638
H -1.0469 0.2564 0.1306
H -2.8768 -1.6787 3.6632
H -0.4995 -0.4041 1.4040
H 3.5856 2.3676 -0.5856
H -3.4949 -2.4238 0.4964
H 2.1862 -0.1543 0.2027
H -4.1713 2.0094 -0.0141
H -2.1633 -0.6160 -2.4517
H 3.8124 -0.4098 0.2522
H -2.2260 -3.0120 3.2113
H 3.3179 0.5053 -3.9828
H 2.2168 0.4501 3.9018
H -0.7713 2.6550 -1.1405
H 4.4601 0.7613 -3.1149
H -3.4933 0.7448 -0.3765
H 3.6488 0.8757 3.8621
H 2.7764 -0.7429 1.7277
H 2.7845 -3.1417 0.6066
H -4.3822 0.6659 -2.3676


(3)
16
Properties=species:S:1:pos:R:3 method="wB97M-V/def2-TZVPD" energy_ha=-288.63858 relative_energy_kj_mol=376.7 lumo_energy_ha=0.0361 homo_lumo_gap_ev=7.667
N 0.4571 1.8057 1.2601
C -1.2010 -3.0216 -0.3984
C -0.3508 1.8553 0.2006
C 1.4834 1.0167 1.5498
C -0.4723 -0.4746 -0.7423
C -0.7957 -1.6250 -0.5742
C -0.0907 0.9389 -0.9485
H -0.4175 -3.6052 0.0965
H -0.6115 1.3146 -1.8363
H -1.4045 -3.4862 -1.3689
H 0.2862 2.5313 1.9508
H -2.1102 -3.0960 0.2075
H -1.1681 2.5595 0.2230
H 0.9871 0.9726 -1.1892
H 2.0358 1.2048 2.4582
H 1.6723 0.1575 0.9250